1.
Molecular formula: C4H12N2S2
Method: DFT, ωB97M-V with the def2-TZVPD basis set

## Properties
Max |F|: 1.004 eV/Å
Highest occupied orbital energy: -0.315 hartree
LUMO energy: 0.71 eV
HOMO-LUMO gap: 9.275 eV
SMILES: CN[C@@H](CN)CSS

Each line ends with the Löwdin charge.
Atoms and positions in Å:
H -0.85 2.78 -1.40  0.07
H 0.83 2.18 -1.40  0.07
H 2.95 -3.03 -2.57  -0.21
N -0.89 0.56 2.46  0.00
H 0.08 2.71 0.08  0.07
H -2.01 -0.44 1.01  0.12
C 0.46 -1.31 -0.48  -0.52
C -0.01 -0.04 0.24  -0.45
H 0.06 0.71 2.76  0.06
H -1.64 0.82 -0.62  0.10
N -0.64 0.84 -0.76  -0.10
H 0.83 0.52 0.65  0.12
H -0.73 -1.42 1.70  0.10
H -1.52 0.31 3.21  0.06
H -0.33 -1.63 -1.16  0.07
C -0.12 2.19 -0.86  -0.13
S 1.92 -0.87 -1.49  0.42
C -0.98 -0.40 1.37  -0.25
H 0.74 -2.12 0.18  0.07
S 1.85 -2.34 -2.92  0.31

=====

2.
Molecular formula: C4H12N2S2
Method: DFT, ωB97M-V with the def2-TZVPD basis set

## Properties
Max |F|: 0.365 eV/Å
Highest occupied orbital energy: -0.320 hartree
LUMO energy: 0.83 eV
HOMO-LUMO gap: 9.535 eV
SMILES: C/N=C\N.CSSC

Each line ends with the Löwdin charge.
Atoms and positions in Å:
H -0.55 -1.72 0.46  0.04
C -1.06 -1.11 1.21  -0.19
C -2.54 0.68 1.23  -0.33
N -2.27 1.01 2.53  0.09
N -2.03 -0.27 0.55  -0.05
H 4.19 -1.24 -1.20  0.03
S 2.15 -0.56 -0.23  0.41
H -0.75 -0.40 -1.72  0.01
C 3.57 -0.35 -1.35  -0.47
H -0.52 1.12 -2.60  0.03
H -1.55 -1.80 1.90  0.08
H 3.24 -0.29 -2.38  0.02
H 4.14 0.53 -1.06  0.02
H -2.61 1.89 2.87  0.08
H 0.65 -0.19 -2.82  0.02
H -1.47 0.63 3.01  0.07
C -0.02 0.29 -2.11  -0.46
S 0.95 1.01 -0.76  0.42
H -3.26 1.33 0.75  0.11
H -0.27 -0.56 1.75  0.05

=====

3.
Molecular formula: C4H12N2S2
Method: DFT, ωB97M-V with the def2-TZVPD basis set

## Properties
Max |F|: 6.517 eV/Å
Highest occupied orbital energy: -0.314 hartree
LUMO energy: 0.75 eV
HOMO-LUMO gap: 9.287 eV
SMILES: NCCSSCCN

Each line ends with the Löwdin charge.
Atoms and positions in Å:
S 0.55 -0.97 -0.59  0.46
C 2.00 1.93 0.66  -0.32
H -1.23 -0.65 1.09  0.02
H -1.89 -1.84 -1.82  0.13
H -3.65 -1.49 0.71  0.00
H 2.78 0.54 2.06  0.05
N -3.61 -1.59 -0.22  0.00
S 0.90 0.63 -1.74  0.49
C 2.16 1.52 -0.83  -0.60
C -1.24 -0.74 0.07  -0.44
C -2.12 -1.90 -0.64  -0.25
H 1.61 0.07 1.45  -0.06
H 2.36 2.36 -1.45  0.05
N 1.94 0.91 1.70  -0.01
H -2.05 -2.96 -0.33  0.09
H -1.51 0.27 -0.31  0.07
H 1.10 2.63 0.66  0.11
H 2.91 2.61 0.97  0.14
H 3.12 0.99 -0.96  0.07
H -4.13 -2.33 -0.49  0.00

=====

4.
Molecular formula: C4H12N3
Method: DFT, ωB97M-V with the def2-TZVPD basis set

## Properties
Max |F|: 4.320 eV/Å
Charge: +1
Highest occupied orbital energy: -0.501 hartree
LUMO energy: -2.94 eV
HOMO-LUMO gap: 10.683 eV

Each line ends with the Löwdin charge.
Atoms and positions in Å:
H 3.00 1.82 0.80  0.12
C -3.22 0.20 -0.15  -0.08
H 1.19 -2.57 0.48  0.14
H -3.46 -0.15 0.88  0.09
N -0.90 0.39 0.33  -0.02
H -3.52 -0.59 -0.92  0.10
N 0.47 0.51 0.18  -0.04
H 0.58 2.65 0.39  0.16
C 1.06 1.64 0.12  -0.13
H -3.95 1.07 -0.33  0.10
H 0.65 -0.87 0.09  0.04
H -1.69 1.07 -1.49  0.12
H 2.76 2.64 -0.64  0.05
H 2.64 0.85 -0.67  0.07
H -0.24 -2.39 -0.34  0.11
H -0.24 -1.70 1.08  0.14
N 0.39 -1.95 0.28  0.21
C 2.49 1.78 -0.18  -0.03
C -1.81 0.65 -0.51  -0.17

=====

Let's list energy relative to the best compared isomer or geometry (same formula, charge and spin) in order: 11.4 4.9 46.8 78.6 kcal/mol.